{"formula": "C3H7FNO", "method": "ωB97M-V/def2-TZVPD", "elements": ["C", "C", "C", "N", "O", "F", "H", "H", "H", "H", "H", "H", "H"], "positions_angstrom": [[2.0519, -0.1312, -0.0678], [0.0120, 1.1727, 0.3983], [0.6173, 0.0885, -0.4469], [-0.0922, -1.2428, -0.2301], [2.4278, -1.1546, 0.4312], [2.8839, 0.8497, -0.1729], [0.4279, 1.2304, 1.4803], [-0.9262, 0.7292, 0.5792], [-0.0802, 2.1417, -0.0350], [0.3015, 0.4618, -1.5171], [-0.8620, -1.1294, 0.5075], [0.5625, -1.8249, 0.2106], [-0.4652, -1.5484, -1.0820]], "atomic_forces_ev_per_a": [[1.09, -2.09, 0.53], [0.68, -0.67, 3.40], [-0.83, 1.46, -2.54], [-1.52, 3.08, 2.44], [-0.81, 0.25, -0.34], [-0.22, 1.27, -0.59], [-0.21, 0.10, -1.90], [-1.87, 0.58, 0.25], [0.13, 0.49, -0.38], [1.52, -1.21, 1.64], [0.96, -0.19, -1.47], [1.75, -1.90, 0.42], [-0.66, -1.16, -1.44]], "total_energy_ev": -9471.925, "orbital_gap_ev": 12.494, "fmax_ev_per_a": 4.2, "lumo_ev": -3.98, "de_lowest_kj_mol": 37.6, "charge": 1}